C28H17Cl2N7O2PdS | ωB97M-V/def2-TZVPD

* relative energy (zero: lowest compared OMol25 entry of this formula, charge and spin): 57.0 kcal per mole
* net charge: +2
* 2S+1: 1

CARTESIAN COORDINATES (ANGSTROEM)
Pd -0.38 -1.08 -0.28
Cl -1.73 -6.57 -3.96
C -1.42 -4.99 -3.44
C -1.20 -4.75 -2.13
C -0.95 -3.42 -1.71
N -0.74 -2.99 -0.48
C -0.71 -3.80 0.69
O -0.82 -4.99 0.70
C -0.51 -2.96 1.91
C -0.55 -3.57 3.15
C -0.43 -2.79 4.29
C -0.28 -1.43 4.13
C -0.24 -0.87 2.86
N -0.34 -1.62 1.76
C -0.91 -2.32 -2.72
C -1.16 -2.62 -4.10
C -1.40 -3.90 -4.45
Cl -1.71 -4.29 -6.06
N -0.63 -1.15 -2.21
C -0.63 0.12 -2.91
O -0.80 0.19 -4.09
C -0.41 1.26 -1.96
C -0.66 2.48 -2.50
C -0.67 3.79 -1.88
C -0.55 4.08 -0.58
C -0.43 3.06 0.50
N 0.04 0.88 -0.71
H -1.22 -5.56 -1.41
H -0.68 -4.65 3.19
H -0.45 -3.24 5.27
H -0.21 -0.77 4.99
H -0.15 0.19 2.70
H -1.15 -1.84 -4.84
H -0.90 2.46 -3.55
H -0.79 4.62 -2.57
H -0.55 5.12 -0.27
H -0.02 3.53 1.40
N 1.75 2.56 -0.58
C 2.81 2.47 0.16
C 4.13 2.97 0.01
C 4.99 2.67 1.01
C 4.62 1.89 2.19
C 3.38 1.40 2.38
C 2.41 1.69 1.35
N 1.18 1.34 1.28
C 0.59 1.90 0.09
C -1.75 2.43 0.87
C -2.92 2.57 0.20
S -4.16 1.70 0.99
C -3.02 1.21 2.17
N -1.82 1.66 2.00
H 1.66 3.08 -1.44
H 4.42 3.55 -0.85
H 6.01 3.02 0.95
H 5.39 1.71 2.93
H 3.10 0.83 3.25
H -3.12 3.14 -0.70
H -3.32 0.59 3.01

Computed Löwdin charges, given in elementary charges: Pd 1.10; Cl 0.84; C -0.62; C -0.01; C -0.12; N 0.03; C -0.35; O 0.17; C -0.18; C 0.04; C 0.00; C 0.00; C -0.11; N 0.00; C -0.12; C -0.01; C -0.63; Cl 0.83; N 0.04; C -0.34; O 0.16; C -0.23; C -0.01; C -0.09; C -0.05; C -0.14; N -0.04; H 0.12; H 0.14; H 0.13; H 0.13; H 0.06; H 0.12; H 0.12; H 0.12; H 0.13; H 0.16; N 0.25; C -0.10; C 0.03; C 0.02; C -0.01; C 0.03; C -0.17; N 0.23; C -0.42; C -0.36; C -0.34; S 1.07; C -0.46; N 0.03; H 0.17; H 0.13; H 0.13; H 0.13; H 0.13; H 0.09; H 0.08


C13H39O7Y | ωB97M-V/def2-TZVPD

* relative energy (zero: lowest compared OMol25 entry of this formula, charge and spin): 0.0 kcal per mole
* net charge: +2
* 2S+1: 1

CARTESIAN COORDINATES (ANGSTROEM)
Y 15.80 -23.44 -1.59
C 15.97 -26.63 -0.79
O 15.25 -25.41 -0.72
H 15.72 -27.33 0.01
H 15.77 -27.25 -1.68
H 17.05 -26.42 -0.74
C 19.52 -29.50 -1.19
C 19.53 -30.64 -0.21
O 18.37 -31.43 -0.38
H 18.60 -28.91 -1.18
H 19.76 -29.71 -2.24
H 20.31 -28.80 -0.88
H 19.56 -30.23 0.81
H 20.46 -31.22 -0.31
H 18.27 -32.03 0.37
C 14.72 -30.49 -0.83
C 13.36 -29.92 -0.47
O 13.23 -28.57 -0.86
H 14.81 -30.64 -1.91
H 14.90 -31.46 -0.34
H 15.58 -29.90 -0.48
H 13.22 -30.07 0.61
H 12.56 -30.57 -0.87
H 13.40 -28.58 -1.81
C 12.09 -28.79 3.55
C 12.84 -27.46 3.50
O 13.52 -27.36 2.25
H 11.52 -28.96 2.64
H 11.39 -28.90 4.39
H 12.81 -29.58 3.78
H 13.48 -27.29 4.37
H 12.08 -26.68 3.56
H 14.27 -27.95 2.37
C 19.17 -24.95 1.42
C 19.85 -25.83 0.38
O 19.91 -25.14 -0.89
H 19.02 -25.47 2.36
H 18.19 -24.58 1.11
H 19.75 -24.06 1.67
H 19.27 -26.74 0.24
H 20.74 -26.22 0.87
H 20.73 -24.61 -0.90
C 17.00 -27.68 2.71
C 16.72 -29.17 2.82
O 15.53 -29.35 3.57
H 17.63 -27.39 3.55
H 16.11 -27.07 2.59
H 17.60 -27.46 1.82
H 17.61 -29.62 3.28
H 16.65 -29.70 1.86
H 15.32 -30.29 3.54
C 18.45 -25.89 -4.06
C 18.48 -24.43 -3.65
O 17.88 -24.28 -2.29
H 17.47 -26.20 -4.43
H 18.76 -26.55 -3.25
H 19.17 -26.02 -4.87
H 17.87 -23.82 -4.33
H 19.48 -24.02 -3.65
H 18.64 -24.58 -1.67

Computed Löwdin charges, given in elementary charges: Y 2.06; C -0.18; O -0.39; H 0.07; H 0.09; H 0.05; C -0.10; C -0.32; O -0.08; H 0.06; H 0.08; H 0.07; H 0.11; H 0.12; H 0.09; C -0.09; C -0.31; O -0.08; H 0.08; H 0.08; H 0.05; H 0.10; H 0.12; H 0.08; C -0.08; C -0.31; O -0.10; H 0.08; H 0.08; H 0.06; H 0.11; H 0.11; H 0.03; C -0.08; C -0.25; O -0.08; H 0.08; H 0.06; H 0.09; H 0.09; H 0.14; H 0.13; C -0.08; C -0.30; O -0.07; H 0.08; H 0.07; H 0.05; H 0.12; H 0.10; H 0.10; C -0.05; C -0.21; O -0.28; H 0.09; H 0.08; H 0.10; H 0.12; H 0.13; H 0.07


C20H49GeN6OSi4TeZn | ωB97M-V/def2-TZVPD

* net charge: -1
* 2S+1: 1

CARTESIAN COORDINATES (ANGSTROEM)
Zn 0.47 0.19 0.49
C 0.54 -4.55 -2.80
Si -1.22 -3.89 -3.05
C -1.26 -2.79 -4.58
C -2.37 -5.38 -3.52
Si -1.80 -2.76 -1.06
Te -0.24 -0.88 -1.71
Si -1.16 -4.07 0.75
C -1.86 -3.58 2.41
C 0.71 -4.17 0.84
C -1.88 -5.77 0.32
Si -4.03 -2.05 -0.89
C -4.17 -1.63 0.91
C -4.25 -0.45 -1.81
C -5.33 -3.43 -1.32
H 1.24 -4.75 -3.59
H 0.52 -5.52 -2.19
H 1.13 -3.83 -2.18
H -1.38 -3.33 -5.47
H -0.45 -2.04 -4.60
H -2.14 -2.17 -4.49
H -2.06 -5.70 -4.56
H -3.35 -4.91 -3.64
H -2.43 -6.09 -2.71
H -2.70 -4.26 2.65
H -2.20 -2.57 2.50
H -1.08 -3.79 3.19
H 1.07 -3.14 0.81
H 1.14 -4.78 0.04
H 1.03 -4.63 1.78
H -2.86 -5.74 -0.07
H -1.78 -6.49 1.23
H -1.20 -6.28 -0.33
H -3.28 -1.08 1.26
H -4.21 -2.44 1.67
H -5.10 -1.05 0.97
H -3.27 0.04 -1.50
H -5.16 0.08 -1.38
H -4.30 -0.44 -2.87
H -5.05 -4.41 -0.88
H -5.26 -3.48 -2.36
H -6.25 -3.04 -0.91
N 1.69 7.61 -4.21
C 1.79 7.23 -3.12
N 1.91 7.05 -1.79
C 1.84 8.18 -0.88
C 3.16 8.35 -0.14
O 3.45 7.21 0.54
C 3.68 6.10 -0.34
C 2.43 5.83 -1.17
H 1.10 7.99 -0.08
H 1.65 9.07 -1.48
H 3.07 9.19 0.56
H 3.90 8.55 -0.90
H 3.94 5.27 0.20
H 4.59 6.32 -0.97
H 1.67 5.37 -0.55
H 2.61 5.01 -1.87
N 4.73 3.29 -1.49
C 5.08 2.44 -0.62
N 6.21 1.59 -0.72
N 4.33 2.21 0.52
C 3.13 1.80 0.44
N 1.98 1.43 0.40
H 5.31 3.38 -2.32
H -0.43 -1.31 2.20
H 6.91 1.98 -1.37
H 6.50 1.33 0.21
C 1.32 1.82 3.75
Ge -0.11 0.49 3.88
C 0.45 -0.71 5.36
C -1.89 1.21 3.98
C 0.23 -0.54 2.26
H 1.44 2.12 2.71
H 2.32 1.39 3.90
H 1.24 2.64 4.49
H 1.42 -1.05 5.04
H -0.28 -1.54 5.57
H 0.55 -0.02 6.28
H -2.14 2.04 4.67
H -2.54 0.38 4.19
H -2.10 1.52 2.95
H 1.09 -1.19 2.52

Computed Löwdin charges, given in elementary charges: Zn 0.27; C -0.25; Si 0.29; C -0.26; C -0.22; Si 0.05; Te 0.46; Si 0.34; C -0.23; C -0.21; C -0.23; Si 0.33; C -0.24; C -0.23; C -0.19; H 0.01; H 0.04; H 0.00; H 0.00; H 0.01; H 0.01; H 0.04; H 0.00; H -0.01; H 0.03; H -0.02; H 0.05; H 0.01; H 0.01; H 0.03; H -0.01; H 0.07; H 0.00; H 0.03; H 0.04; H 0.03; H 0.00; H 0.05; H 0.01; H 0.03; H -0.02; H 0.01; N 0.11; C -0.29; N -0.11; C -0.13; C -0.26; O -0.12; C -0.16; C -0.13; H 0.13; H 0.13; H 0.13; H 0.12; H 0.08; H 0.14; H 0.13; H 0.12; N 0.11; C -0.60; N 0.09; N 0.06; C -0.34; N 0.01; H 0.03; H -0.13; H 0.09; H 0.07; C -0.24; Ge 0.71; C -0.25; C -0.23; C -0.44; H -0.03; H 0.02; H 0.01; H -0.01; H 0.02; H 0.03; H 0.02; H 0.00; H 0.01; H 0.00


C4H7NO2 | ωB97M-V/def2-TZVPD

* relative energy (zero: lowest compared OMol25 entry of this formula, charge and spin): 129.0 kcal per mole
* 2S+1: 1

CARTESIAN COORDINATES (ANGSTROEM)
N -0.64 -0.55 -0.09
C 0.22 0.58 -0.52
C 0.25 -0.63 1.20
C 0.95 0.55 0.67
C 0.00 1.27 -1.66
O -2.01 -0.28 0.05
O 0.87 -1.86 1.29
H -2.09 0.67 0.18
H 1.68 -1.84 0.76
H -0.59 -1.39 -0.67
H -0.40 -0.55 2.09
H 1.90 0.95 0.95
H 0.63 2.10 -1.92
H -0.78 0.98 -2.34

Computed Löwdin charges, given in elementary charges: N -0.03; C -0.39; C -0.33; C -0.03; C 0.00; O 0.05; O 0.01; H 0.13; H 0.11; H 0.20; H 0.15; H 0.08; H 0.04; H 0.03


C26H33O5Sc | ωB97M-V/def2-TZVPD

* relative energy (zero: lowest compared OMol25 entry of this formula, charge and spin): 0.0 kcal per mole
* 2S+1: 1

CARTESIAN COORDINATES (ANGSTROEM)
O -0.18 -0.30 -3.92
C -0.82 -1.60 -4.20
C -1.19 -1.38 -5.63
H -1.79 -1.78 -3.72
H -0.14 -2.43 -4.04
C -0.49 -0.04 -5.33
H -2.28 -1.33 -5.75
H -0.75 -2.11 -6.30
C -1.45 1.15 -5.43
H -2.34 1.01 -4.80
H -1.72 1.29 -6.49
H -0.94 2.05 -5.08
C 0.76 0.12 -6.17
H 1.45 -0.72 -5.99
H 1.27 1.05 -5.87
H 0.48 0.19 -7.23
Sc 1.04 0.52 0.91
C 3.48 0.14 1.25
C 2.87 -1.03 1.78
C 2.24 -1.73 0.71
H 2.91 -1.38 2.80
C 2.47 -1.00 -0.50
C 3.23 0.17 -0.16
H 3.58 0.92 -0.87
H 4.05 0.88 1.81
H 1.71 -2.68 0.80
H 2.15 -1.30 -1.49
C 1.11 3.03 1.81
C 1.99 2.88 0.69
C 1.18 2.60 -0.46
H 3.08 3.02 0.72
C -0.19 2.59 -0.04
C -0.22 2.82 1.37
H -1.13 2.87 1.98
H 1.41 3.31 2.83
H 1.53 2.48 -1.50
H -1.08 2.52 -0.67
O -1.22 -0.23 0.29
C -0.72 -0.14 -1.04
C -1.25 -1.35 -1.75
H 0.40 -0.09 -1.15
H -1.08 0.76 -1.54
C -2.07 -2.20 -0.80
H -0.39 -1.88 -2.16
H -1.91 -0.81 -2.43
C -1.68 -1.60 0.55
H -1.88 -3.29 -0.88
H -3.16 -2.07 -0.98
H -0.84 -2.18 0.96
H -2.50 -1.59 1.29
O -2.39 -0.72 4.10
C -1.56 -0.39 5.10
C -1.94 -0.52 6.45
C -1.05 -0.15 7.45
C 0.19 0.43 7.15
C 0.60 0.56 5.83
C -0.24 0.11 4.82
C 0.22 0.18 3.44
O 1.33 0.71 3.11
O -0.50 -0.29 2.49
H -1.82 -0.63 3.27
H -2.94 -0.91 6.68
H -1.32 -0.30 8.50
H 0.86 0.79 7.94
H 1.57 0.99 5.52

Computed Löwdin charges, given in elementary charges: O -0.07; C -0.24; C -0.08; H 0.10; H 0.13; C -0.57; H 0.12; H 0.12; C -0.02; H 0.09; H 0.09; H 0.09; C -0.02; H 0.09; H 0.09; H 0.10; Sc 1.04; C -0.16; C -0.15; C -0.15; H 0.12; C -0.17; C -0.18; H 0.11; H 0.12; H 0.11; H 0.11; C -0.13; C -0.17; C -0.18; H 0.11; C -0.17; C -0.13; H 0.12; H 0.12; H 0.11; H 0.11; O -0.19; C -0.24; C -0.20; H 0.09; H 0.11; C -0.12; H 0.11; H 0.11; C -0.15; H 0.13; H 0.12; H 0.12; H 0.14; O 0.05; C -0.25; C -0.01; C -0.08; C -0.10; C -0.01; C -0.07; C -0.50; O -0.08; O -0.08; H 0.07; H 0.12; H 0.11; H 0.10; H 0.12


C11H15N3Si | ωB97M-V/def2-TZVPD

* relative energy (zero: lowest compared OMol25 entry of this formula, charge and spin): 0.0 kcal per mole
* 2S+1: 1

CARTESIAN COORDINATES (ANGSTROEM)
C 3.33 -2.04 0.47
Si 2.69 -0.16 0.32
C 2.15 0.13 -1.51
C 4.09 0.93 0.95
C 1.04 0.08 1.16
C -0.06 0.29 0.72
N -1.36 0.54 0.64
C -1.91 1.78 1.04
C -3.20 1.94 0.91
C -4.15 0.98 0.27
C -3.44 -0.20 -0.29
N -3.96 -1.13 -1.07
C -2.83 -1.78 -1.53
C -1.70 -1.23 -0.99
N -2.13 -0.27 -0.17
H 4.31 -2.23 0.17
H 3.09 -2.48 1.46
H 2.70 -2.55 -0.24
H 2.98 0.05 -2.29
H 1.32 -0.59 -1.76
H 1.73 1.10 -1.61
H 4.89 0.52 0.45
H 4.18 2.05 0.82
H 4.30 0.73 1.98
H -1.31 2.47 1.54
H -3.62 2.90 1.35
H -4.82 1.40 -0.58
H -4.86 0.67 1.07
H -2.79 -2.64 -2.12
H -0.65 -1.25 -1.15

Computed Löwdin charges, given in elementary charges: C -0.16; Si 0.55; C -0.20; C -0.19; C -0.04; C -0.17; N -0.02; C -0.04; C -0.09; C -0.11; C -0.34; N 0.13; C -0.12; C -0.06; N 0.00; H -0.01; H 0.03; H 0.01; H 0.05; H 0.03; H 0.00; H -0.02; H 0.06; H 0.02; H 0.11; H 0.13; H 0.15; H 0.12; H 0.08; H 0.09


| no. | LUMO level (Ha) | highest occupied orbital energy (eV) | total energy (eV) |
| --- | --- | --- | --- |
| 1 | -0.31470 | -13.17 | -83181.86989 |
| 2 | -0.36344 | -13.67 | -29469.94099 |
| 3 | 0.09202 | -4.86 | -176263.81238 |
| 4 | 0.02435 | -6.61 | -9841.68440 |
| 5 | 0.01222 | -8.02 | -58435.06240 |
| 6 | 0.02327 | -8.07 | -23994.55845 |